(1)
Density functional theory data (the ωB97M-V functional and the def2-TZVPD basis) for a cluster of 2 separate species, C5H12N2O in total at a distorted geometry.

CARTESIAN COORDINATES (ANGSTROEM)
1 O -0.9709 1.1762 0.6668
2 N 1.6873 1.8109 0.1576
3 N 0.7917 0.7866 -1.7845
4 C 1.3520 0.7837 -0.6634
5 C -2.1853 -0.2839 -0.7855
6 C 2.0796 -0.6434 -0.1414
7 C -1.0902 -1.1147 1.3462
8 C -1.2551 0.0151 0.3635
9 H -0.5983 -0.7691 2.2526
10 H -0.4862 -1.8818 0.8598
11 H -2.2017 0.5184 -1.5192
12 H 3.1200 -0.4024 -0.3609
13 H 1.8040 -1.5033 -0.7438
14 H -2.0625 -1.5344 1.6010
15 H 2.0564 -0.7817 0.9392
16 H 0.9410 2.4694 0.3401
17 H -1.9192 -1.2262 -1.2598
18 H -0.0458 1.3513 -1.8688
19 H 2.1871 1.5889 1.0036
20 H -3.2040 -0.3595 -0.4030

Properties
Kohn-Sham gap, eV: 9.41
SMILES: [H]/N=C(/C)N.CC(C)=O
Largest force on an atom, hartree/bohr: 0.0815
Spin multiplicity: 1
HOMO level, eV: -8.619
LUMO energy, eV: 0.79
Energy relative to the best compared isomer or geometry (same formula, charge and spin), kJ/mol: 219.5
Charge: 0



(2)
Density functional theory data (the ωB97M-V functional and the def2-TZVPD basis) for the molecule C5H12N2O at a distorted geometry.

CARTESIAN COORDINATES (ANGSTROEM)
1 O 0.6721 -1.6994 0.0588
2 N 0.9277 -0.3969 1.9462
3 N -0.9453 0.2140 0.2700
4 C 1.1663 0.5643 -0.1591
5 C -1.3990 0.6490 -1.0513
6 C 1.9677 0.3032 -1.3697
7 C -2.0064 -0.6038 0.8706
8 C 0.4441 -0.5473 0.5747
9 H 1.6726 -1.0402 2.1741
10 H -1.9698 -1.6724 0.6279
11 H -0.7459 1.4057 -1.4906
12 H 1.5720 -0.5418 -1.9329
13 H 1.9799 1.2149 -1.9814
14 H 1.4766 1.4222 0.4373
15 H 3.0141 0.0870 -1.1184
16 H 1.0385 0.5186 2.3602
17 H -3.0165 -0.3388 0.5477
18 H -2.3482 1.1856 -0.9770
19 H -1.9769 -0.5316 1.9588
20 H -1.5236 -0.1922 -1.7459

Properties
Kohn-Sham gap (alpha / beta), eV: 6.37 / 6.37
Largest force on an atom, hartree/bohr: 0.0681
Spin multiplicity: 1
HOMO level (alpha / beta), eV: -7.909 / -7.910
LUMO energy (alpha / beta), eV: -1.54 / -1.54
Energy relative to the best compared isomer or geometry (same formula, charge and spin), kJ/mol: 594.5
Charge: 0



(3)
Density functional theory data (the ωB97M-V functional and the def2-TZVPD basis) for a structure of composition C5H12N2O at a distorted geometry.

CARTESIAN COORDINATES (ANGSTROEM)
1 O -1.7734 0.7051 1.4043
2 N 1.7914 -1.3065 -1.0316
3 N 1.4895 0.0250 -0.8630
4 C -1.2568 0.6289 -1.5385
5 C -2.4061 -0.4667 1.8260
6 C -0.3927 0.4854 -0.3775
7 C 2.5874 0.7374 -0.2250
8 C -0.0193 0.3471 0.8011
9 H 2.8761 0.3137 0.7497
10 H -1.7337 -1.1196 2.4121
11 H 3.4713 0.7030 -0.8726
12 H -2.8045 -1.0720 0.9913
13 H 2.3007 1.7794 -0.0828
14 H -1.9970 -0.1740 -1.5713
15 H -0.6547 0.5985 -2.4505
16 H 1.1253 -1.7613 -1.6450
17 H 0.5334 0.0509 1.6647
18 H -1.7757 1.5894 -1.5042
19 H 1.9016 -1.8355 -0.1631
20 H -3.2628 -0.2284 2.4760

Properties
Kohn-Sham gap (alpha / beta), eV: 8.09 / 8.09
Largest force on an atom, hartree/bohr: 0.0898
Spin multiplicity: 1
HOMO level (alpha / beta), eV: -7.270 / -7.271
LUMO energy (alpha / beta), eV: 0.82 / 0.82
Energy relative to the best compared isomer or geometry (same formula, charge and spin), kJ/mol: 787.5
Charge: 0



Which value of spin multiplicity does entry 3 give?
1



What did the first record say?
Density functional theory data (the ωB97M-V functional and the def2-TZVPD basis) for a cluster of 2 separate species, C5H12N2O in total at a distorted geometry.

CARTESIAN COORDINATES (ANGSTROEM)
1 O -0.9709 1.1762 0.6668
2 N 1.6873 1.8109 0.1576
3 N 0.7917 0.7866 -1.7845
4 C 1.3520 0.7837 -0.6634
5 C -2.1853 -0.2839 -0.7855
6 C 2.0796 -0.6434 -0.1414
7 C -1.0902 -1.1147 1.3462
8 C -1.2551 0.0151 0.3635
9 H -0.5983 -0.7691 2.2526
10 H -0.4862 -1.8818 0.8598
11 H -2.2017 0.5184 -1.5192
12 H 3.1200 -0.4024 -0.3609
13 H 1.8040 -1.5033 -0.7438
14 H -2.0625 -1.5344 1.6010
15 H 2.0564 -0.7817 0.9392
16 H 0.9410 2.4694 0.3401
17 H -1.9192 -1.2262 -1.2598
18 H -0.0458 1.3513 -1.8688
19 H 2.1871 1.5889 1.0036
20 H -3.2040 -0.3595 -0.4030

Properties
Kohn-Sham gap, eV: 9.41
SMILES: [H]/N=C(/C)N.CC(C)=O
Largest force on an atom, hartree/bohr: 0.0815
Spin multiplicity: 1
HOMO level, eV: -8.619
LUMO energy, eV: 0.79
Energy relative to the best compared isomer or geometry (same formula, charge and spin), kJ/mol: 219.5
Charge: 0